Density functional theory data (ωB97M-V/def2-TZVPD) for a molecular structure, C39H36CrI2N3O3P.

Last column: Löwdin charge in e.
CARTESIAN COORDINATES (ANGSTROEM)
Cr: 1.952 -1.836 0.160  0.443
O: 3.853 -1.295 0.418  -0.102
C: 3.827 -0.718 -0.717  -0.655
O: 3.074 -1.144 -1.627  -0.064
C: 4.364 0.668 -0.780  -0.145
C: 5.658 1.042 -1.094  -0.008
C: 5.997 2.386 -1.061  -0.068
C: 5.050 3.335 -0.706  -0.069
C: 3.755 2.951 -0.387  -0.056
C: 3.391 1.610 -0.424  -0.254
P: 1.677 1.001 -0.056  1.179
C: 0.803 1.673 -1.519  -0.328
C: 1.347 1.417 -2.777  -0.075
C: 0.708 1.863 -3.925  -0.071
C: -0.476 2.580 -3.833  -0.088
C: -1.028 2.831 -2.586  -0.092
C: -0.402 2.369 -1.438  -0.120
C: 1.188 2.038 1.362  -0.339
C: 1.217 1.424 2.612  -0.083
C: 0.928 2.143 3.763  -0.072
C: 0.588 3.484 3.676  -0.082
C: 0.551 4.106 2.434  -0.076
C: 0.857 3.392 1.286  -0.109
H: 6.391 0.291 -1.359  0.123
H: 7.006 2.692 -1.307  0.106
H: 5.321 4.383 -0.675  0.105
H: 3.031 3.703 -0.107  0.096
H: 2.269 0.856 -2.863  0.101
H: 1.143 1.651 -4.894  0.106
H: -0.968 2.937 -4.729  0.103
H: -1.959 3.378 -2.503  0.108
H: -0.865 2.537 -0.477  0.096
H: 1.460 0.373 2.685  0.075
H: 0.959 1.646 4.725  0.108
H: 0.351 4.045 4.570  0.104
H: 0.290 5.154 2.360  0.104
H: 0.831 3.896 0.329  0.098
C: 1.725 -2.018 4.480  -0.078
C: 0.386 -2.351 4.655  -0.078
C: -0.422 -2.576 3.553  -0.035
C: 0.108 -2.444 2.270  -0.198
C: 1.444 -2.073 2.083  -0.230
C: 2.250 -1.882 3.201  -0.109
C: -0.650 -2.731 1.040  -0.220
C: -1.960 -3.264 1.041  0.023
C: -2.547 -3.598 -0.138  0.014
C: -1.859 -3.395 -1.355  -0.191
C: -2.395 -3.765 -2.608  -0.051
C: -1.688 -3.539 -3.754  -0.077
C: -0.419 -2.925 -3.689  -0.053
C: 0.129 -2.568 -2.489  -0.019
C: -0.578 -2.814 -1.293  -0.245
N: -0.002 -2.510 -0.092  0.015
H: 2.360 -1.866 5.345  0.104
H: -0.022 -2.453 5.653  0.101
H: -1.457 -2.856 3.707  0.104
H: 3.294 -1.619 3.071  0.108
H: -2.469 -3.434 1.978  0.109
H: -3.538 -4.038 -0.157  0.125
H: -3.369 -4.238 -2.640  0.118
H: -2.092 -3.834 -4.713  0.107
H: 0.136 -2.750 -4.601  0.112
H: 1.113 -2.118 -2.449  0.091
C: -4.631 -0.324 -1.011  -0.058
N: -3.243 0.085 -1.071  -0.121
C: -2.603 -0.092 -2.363  -0.029
C: -2.456 0.248 0.040  -0.497
O: -1.253 0.014 0.017  0.026
N: -3.099 0.679 1.192  -0.138
C: -3.995 1.826 1.136  -0.059
C: -2.286 0.670 2.397  -0.038
H: -4.753 -1.254 -1.575  0.086
H: -5.300 0.423 -1.450  0.087
H: -4.930 -0.507 0.017  0.089
H: -3.085 0.552 -3.102  0.096
H: -2.683 -1.128 -2.701  0.072
H: -1.553 0.173 -2.290  0.074
H: -4.387 1.973 0.135  0.076
H: -3.459 2.738 1.426  0.090
H: -4.832 1.692 1.824  0.090
H: -1.681 -0.232 2.438  0.074
H: -2.948 0.700 3.263  0.095
H: -1.614 1.534 2.437  0.079
I: 2.628 -4.430 -0.128  0.366
I: 0.548 -6.548 -1.271  -0.105

Total charge ... 0
HOMO level (alpha / beta) ... -7.28 / -7.88 eV
Spin multiplicity ... 5
⟨S²⟩ ... 6.0878
Energy relative to the best compared isomer or geometry (same formula, charge and spin) ... 0.000 eV



Density functional theory data (ωB97M-V/def2-TZVPD) for 2 unconnected molecules or ions with the total composition C8H13N3OS in a non-equilibrium geometry.

Last column: natural (NBO) charge in e.
CARTESIAN COORDINATES (ANGSTROEM)
C: 2.382 -1.699 0.535  -0.309
C: 1.287 -0.964 0.160  -0.218
C: 3.748 -1.394 0.618  0.077
C: 1.176 0.477 -0.111  -0.433
C: -3.717 -0.431 -0.871  -0.201
C: 0.191 0.682 -1.009  0.856
C: -3.134 -0.016 0.214  -0.104
C: 1.923 1.484 0.527  0.166
N: 1.870 2.774 0.246  -0.685
N: 4.375 -0.357 0.089  -0.734
N: -5.196 -0.803 -0.983  -0.697
O: -0.655 0.695 -1.779  -0.347
S: -3.680 0.063 1.830  0.202
H: 2.157 -2.717 0.825  0.253
H: 0.357 -1.506 0.068  0.219
H: 4.371 -2.101 1.151  0.229
H: -3.219 -0.536 -1.820  0.249
H: 2.606 1.176 1.306  0.254
H: 2.417 3.439 0.774  0.439
H: 1.241 3.157 -0.445  0.413
H: 5.382 -0.296 0.145  0.429
H: 3.907 0.273 -0.545  0.396
H: -5.689 -0.482 -0.139  0.455
H: -5.303 -1.823 -1.058  0.458
H: -5.620 -0.372 -1.817  0.460
H: -3.176 1.274 2.091  0.174

Total charge ... +2
HOMO level (alpha / beta) ... -14.94 / -12.18 eV
Energy relative to the best compared isomer or geometry (same formula, charge and spin) ... 0.510 eV



Density functional theory data (ωB97M-V/def2-TZVPD) for a molecular structure, C24H72CrF3O22 in a non-equilibrium geometry.

Last column: Löwdin charge in e.
CARTESIAN COORDINATES (ANGSTROEM)
Cr: -20.067 -5.001 8.407  1.098
C: -19.276 -7.363 8.020  -0.303
O: -18.516 -6.198 8.372  -0.162
O: -20.472 -6.765 7.967  -0.134
C: -18.722 -8.005 6.748  -0.428
F: -17.454 -8.604 6.845  0.123
F: -19.554 -8.987 6.284  0.133
F: -18.705 -7.106 5.743  0.148
C: -17.176 -6.004 8.293  -0.228
C: -16.532 -4.853 9.064  -0.017
H: -16.562 -4.898 10.166  0.091
H: -15.517 -4.738 8.647  0.091
H: -17.030 -3.923 8.804  0.054
H: -16.849 -5.792 7.253  0.125
H: -16.756 -6.883 8.759  0.134
H: -19.238 -8.100 8.837  0.170
C: -21.211 -8.000 3.527  -0.242
C: -19.909 -8.057 2.739  -0.226
O: -20.195 -7.986 1.359  -0.042
O: -22.089 -8.950 2.991  -0.054
H: -21.656 -7.006 3.457  0.121
H: -21.000 -8.210 4.559  0.090
H: -19.488 -9.042 2.942  0.118
H: -19.157 -7.343 3.114  0.098
H: -19.840 -8.723 0.856  0.106
H: -22.014 -8.780 2.045  0.101
C: -16.549 -6.068 3.291  -0.213
C: -15.265 -5.612 4.015  -0.176
O: -15.779 -5.037 5.223  -0.106
O: -17.209 -4.889 2.770  -0.062
H: -17.225 -6.637 3.967  0.097
H: -16.271 -6.710 2.462  0.123
H: -14.630 -4.878 3.520  0.127
H: -14.728 -6.557 4.210  0.126
H: -15.169 -5.050 5.971  0.083
H: -17.726 -5.240 2.057  0.071
C: -21.548 -8.213 11.296  -0.130
C: -20.735 -7.938 12.626  -0.161
O: -19.316 -7.718 12.350  -0.084
O: -22.102 -6.930 10.787  -0.111
H: -22.359 -8.907 11.503  0.125
H: -20.867 -8.597 10.528  0.088
H: -20.782 -8.883 13.157  0.121
H: -21.156 -7.108 13.190  0.119
H: -18.842 -7.936 13.133  0.070
H: -23.013 -6.841 11.129  0.116
C: -19.541 -4.145 11.216  -0.146
C: -19.817 -2.892 10.363  -0.160
O: -19.345 -3.102 9.040  -0.169
O: -19.878 -5.272 10.478  -0.089
H: -20.088 -4.109 12.122  0.143
H: -18.495 -4.134 11.349  0.114
H: -19.235 -2.067 10.743  0.135
H: -20.905 -2.652 10.369  0.146
H: -19.046 -2.260 8.473  0.119
H: -20.539 -5.909 10.799  0.086
C: -18.428 -10.410 10.549  -0.252
C: -17.119 -9.688 10.848  -0.244
O: -16.023 -10.542 11.155  -0.055
O: -18.485 -11.170 9.366  -0.060
H: -19.240 -9.670 10.430  0.074
H: -18.685 -11.036 11.410  0.129
H: -17.277 -8.968 11.657  0.101
H: -16.896 -9.072 9.978  0.100
H: -15.259 -9.978 11.307  0.034
H: -17.624 -11.591 9.204  0.103
C: -21.255 -12.834 5.041  -0.212
C: -21.022 -11.336 4.844  -0.230
O: -22.058 -10.467 5.297  -0.083
O: -22.370 -13.240 4.233  -0.060
H: -21.411 -13.060 6.115  0.123
H: -20.410 -13.390 4.680  0.115
H: -20.751 -11.153 3.821  0.111
H: -20.156 -11.095 5.441  0.090
H: -22.385 -9.905 4.579  0.063
H: -23.178 -13.011 4.711  0.087
C: -22.385 -3.903 6.987  -0.133
C: -21.490 -4.586 5.967  -0.154
O: -20.175 -4.541 6.476  -0.159
O: -22.104 -4.360 8.325  -0.081
H: -23.493 -4.031 6.862  0.169
H: -22.084 -2.868 6.889  0.133
H: -21.596 -4.038 5.021  0.161
H: -21.727 -5.646 5.937  0.131
H: -19.506 -3.830 6.188  0.044
H: -22.716 -5.064 8.591  0.139
C: -12.673 -2.694 7.351  -0.138
O: -13.593 -1.646 6.949  -0.142
H: -13.234 -3.340 8.047  0.066
H: -12.353 -3.375 6.569  0.071
H: -11.826 -2.246 7.830  0.075
H: -13.014 -0.970 6.571  0.076
C: -17.915 -2.032 4.958  -0.031
O: -18.431 -3.317 5.465  -0.118
H: -18.473 -1.794 4.025  0.103
H: -18.181 -1.263 5.716  0.071
H: -16.844 -2.003 4.719  0.103
H: -17.780 -4.003 5.251  0.078
C: -22.127 -10.518 8.531  -0.156
O: -22.667 -9.374 7.878  -0.133
H: -22.514 -10.596 9.557  0.072
H: -22.414 -11.454 8.042  0.080
H: -21.023 -10.457 8.591  0.067
H: -22.512 -9.617 6.956  0.026
C: -13.564 -7.667 11.545  -0.116
O: -14.004 -8.756 10.716  -0.143
H: -14.294 -6.843 11.511  0.077
H: -13.353 -8.082 12.555  0.099
H: -12.634 -7.258 11.165  0.075
H: -13.233 -9.326 10.637  0.096
C: -16.558 -10.657 4.164  -0.146
O: -15.673 -9.699 4.723  -0.134
H: -16.159 -11.647 4.300  0.079
H: -17.571 -10.544 4.649  0.080
H: -16.603 -10.553 3.115  0.059
H: -15.053 -10.210 5.252  0.076
C: -17.242 -0.676 8.199  -0.088
O: -18.663 -0.753 8.156  -0.128
H: -16.991 -1.528 7.555  0.074
H: -16.884 0.219 7.712  0.103
H: -16.848 -0.846 9.191  0.094
H: -19.050 0.068 8.462  0.120

Total charge ... +2
HOMO level (alpha / beta) ... -12.97 / -12.97 eV
Spin multiplicity ... 4
⟨S²⟩ ... 3.7716



Density functional theory data (ωB97M-V/def2-TZVPD) for a gas-phase ion, C35H55Br2N2O2 (charge +1) in a non-equilibrium geometry.

Last column: Löwdin charge in e.
CARTESIAN COORDINATES (ANGSTROEM)
C: 1.647 4.697 3.307  0.008
C: 2.409 4.415 1.904  -0.410
O: 3.641 4.637 1.883  0.046
O: 1.624 3.894 0.847  -0.086
C: 1.969 4.455 -0.446  -0.163
C: 1.740 3.403 -1.669  -0.145
C: 3.119 2.758 -2.210  -0.143
C: 3.199 1.149 -2.034  -0.134
N: 3.963 0.708 -0.812  -0.099
C: 3.645 1.462 0.476  -0.061
C: 2.225 0.817 0.839  -0.091
C: 2.508 -0.762 0.564  -0.288
C: 1.167 -1.382 -0.126  -0.141
C: -0.189 -0.949 0.623  -0.184
C: -1.287 -2.123 0.735  -0.175
C: -2.170 -1.976 2.100  -0.190
C: -3.651 -1.425 1.765  -0.197
C: -4.659 -2.682 1.705  -0.196
C: -5.135 -2.951 0.194  -0.216
C: -6.456 -2.113 -0.172  -0.211
C: -6.173 -0.619 -0.680  -0.209
C: -5.066 -0.566 -1.869  -0.217
C: -5.354 0.764 -2.722  -0.174
C: -4.082 1.159 -3.670  -0.139
N: -3.235 2.084 -2.836  -0.196
C: -3.332 3.528 -3.006  -0.038
C: -2.316 4.073 -1.961  -0.071
C: -1.713 2.832 -1.233  -0.101
C: -2.337 1.550 -1.838  -0.064
C: 2.572 -1.385 2.036  -0.103
C: 3.178 -0.641 3.285  -0.023
C: 3.201 -1.218 4.715  -0.057
C: 2.609 -2.633 5.029  -0.050
C: 2.035 -3.414 3.803  -0.050
C: 2.015 -2.824 2.348  -0.014
C: 3.823 -0.743 -0.359  -0.219
C: 4.010 -1.828 -1.522  -0.587
Br: 5.616 -1.348 -2.653  0.665
C: 4.352 -3.314 -0.903  -0.638
C: 4.183 -4.413 -2.087  -0.154
Br: 6.337 -3.267 -0.514  0.607
H: 2.461 4.714 4.128  0.098
H: 1.167 5.730 3.316  0.096
H: 0.939 3.844 3.599  0.089
H: 1.288 5.366 -0.631  0.142
H: 3.045 4.816 -0.552  0.125
H: 1.344 4.059 -2.536  0.128
H: 0.917 2.645 -1.454  0.072
H: 4.036 3.296 -1.763  0.124
H: 3.174 2.954 -3.348  0.128
H: 3.658 0.748 -3.016  0.115
H: 2.108 0.777 -2.048  0.132
H: 4.938 0.952 -1.051  0.159
H: 3.788 2.592 0.467  0.122
H: 4.492 1.090 1.151  0.146
H: 1.718 1.122 1.822  0.138
H: 1.436 1.183 0.074  0.104
H: 1.106 -0.940 -1.193  0.109
H: 1.243 -2.521 -0.279  0.109
H: -0.648 -0.085 0.005  0.094
H: -0.018 -0.508 1.674  0.113
H: -1.992 -2.008 -0.176  0.100
H: -0.800 -3.154 0.703  0.099
H: -1.705 -1.224 2.840  0.106
H: -2.155 -3.001 2.609  0.104
H: -3.636 -0.793 0.810  0.089
H: -3.963 -0.772 2.663  0.112
H: -5.572 -2.418 2.360  0.111
H: -4.174 -3.637 2.122  0.107
H: -4.271 -2.811 -0.555  0.097
H: -5.417 -4.069 0.133  0.110
H: -7.070 -2.688 -0.966  0.117
H: -7.083 -2.040 0.789  0.108
H: -5.831 0.012 0.224  0.115
H: -7.134 -0.140 -1.106  0.114
H: -5.117 -1.508 -2.520  0.123
H: -4.046 -0.542 -1.338  0.065
H: -6.333 0.680 -3.307  0.117
H: -5.464 1.628 -1.984  0.119
H: -3.489 0.246 -4.007  0.126
H: -4.501 1.719 -4.571  0.119
H: -3.980 4.125 -3.719  0.117
H: -2.033 5.157 -1.749  0.079
H: -0.949 2.763 -0.388  0.065
H: -2.148 0.455 -1.560  0.091
H: 3.602 0.420 3.144  0.091
H: 3.618 -0.649 5.621  0.098
H: 2.589 -3.060 6.092  0.099
H: 1.623 -4.462 4.043  0.096
H: 1.553 -3.503 1.556  0.083
H: 4.795 -0.872 0.258  0.151
H: 3.101 -1.835 -2.211  0.107
H: 3.735 -3.542 0.027  0.094
H: 3.355 -5.135 -1.735  0.091
H: 5.136 -5.033 -2.205  0.064
H: 3.930 -3.952 -3.100  0.079

Total charge ... +1
HOMO level ... -10.10 eV



Density functional theory data (ωB97M-V/def2-TZVPD) for C4H4O in the gas phase.

Last column: natural (NBO) charge in e.
CARTESIAN COORDINATES (ANGSTROEM)
O: -0.901 2.206 1.032  -0.508
C: -0.401 1.547 0.147  0.421
C: -0.073 -1.736 -0.436  -0.481
C: 0.452 -0.619 -0.023  0.139
C: 0.726 0.594 0.387  -0.407
H: -0.781 1.571 -0.895  0.118
H: 0.148 -2.134 -1.421  0.232
H: -0.749 -2.293 0.207  0.235
H: 1.578 0.863 1.004  0.251

Total charge ... 0
SMILES ... C=C=CC=O
HOMO level ... -9.90 eV
Energy relative to the best compared isomer or geometry (same formula, charge and spin) ... 1.471 eV



Density functional theory data (ωB97M-V/def2-TZVPD) for a molecular structure, C28H48Cl2NdOP2 in a non-equilibrium geometry.

Last column: Löwdin charge in e.
CARTESIAN COORDINATES (ANGSTROEM)
P: 1.365 0.267 -0.827  1.037
C: 1.041 2.025 -1.129  -0.460
C: 2.235 2.615 -1.877  -0.230
C: 2.046 4.128 -1.989  -0.210
C: 0.696 4.501 -2.613  -0.210
C: -0.507 3.799 -1.966  -0.197
C: -0.297 2.289 -1.839  -0.200
C: 0.898 -0.907 -2.140  -0.475
C: 1.760 -0.625 -3.359  -0.234
C: 1.556 -1.760 -4.368  -0.211
C: 0.078 -1.994 -4.700  -0.210
C: -0.833 -2.104 -3.470  -0.195
C: -0.605 -0.962 -2.482  -0.202
C: 3.041 -0.053 -0.137  -0.470
C: 3.303 0.834 1.099  -0.242
C: 4.704 0.604 1.667  -0.207
C: 5.009 -0.875 1.943  -0.210
C: 4.654 -1.793 0.765  -0.206
C: 3.257 -1.545 0.186  -0.227
H: 0.965 2.459 -0.105  0.102
H: 2.299 2.153 -2.873  0.104
H: 3.174 2.392 -1.351  0.093
H: 2.878 4.541 -2.568  0.100
H: 2.104 4.544 -0.972  0.113
H: 0.562 5.585 -2.543  0.098
H: 0.721 4.245 -3.679  0.107
H: -0.671 4.206 -0.959  0.115
H: -1.414 3.987 -2.552  0.107
H: -1.118 1.817 -1.278  0.094
H: -0.267 1.843 -2.843  0.099
H: 1.143 -1.897 -1.693  0.076
H: 1.979 -2.675 -3.928  0.111
H: 2.823 -0.550 -3.080  0.104
H: 1.463 0.339 -3.798  0.103
H: 2.130 -1.528 -5.272  0.098
H: -0.011 -2.906 -5.301  0.099
H: -0.276 -1.164 -5.326  0.108
H: -1.887 -2.118 -3.780  0.112
H: -0.635 -3.053 -2.949  0.113
H: -1.198 -1.106 -1.567  0.074
H: -0.924 -0.013 -2.927  0.097
H: 3.695 0.249 -0.975  0.096
H: 3.172 1.900 0.860  0.101
H: 2.547 0.620 1.872  0.020
H: 5.433 0.989 0.944  0.106
H: 4.820 1.186 2.586  0.103
H: 4.454 -1.197 2.832  0.108
H: 6.073 -0.983 2.175  0.097
H: 4.735 -2.839 1.073  0.103
H: 5.382 -1.634 -0.038  0.106
H: 3.123 -2.156 -0.719  0.103
H: 2.481 -1.897 0.890  0.056
Nd: -0.858 -0.950 2.108  1.005
Cl: -0.025 -2.968 0.677  -0.208
Cl: 0.286 1.327 2.715  -0.172
C: -2.275 0.332 0.694  -0.373
H: -2.232 1.434 0.649  -0.038
C: -3.427 -0.202 0.089  -0.447
C: -3.539 -1.626 -0.136  -0.135
C: -4.693 -2.160 -0.711  -0.155
C: -5.764 -1.332 -1.077  -0.185
C: -5.683 0.065 -0.866  -0.158
C: -4.547 0.626 -0.307  -0.106
H: -2.696 -2.277 0.131  0.027
H: -4.759 -3.241 -0.876  0.084
H: -6.519 0.693 -1.146  0.073
H: -4.474 1.701 -0.134  0.084
H: -6.660 -1.763 -1.523  0.060
C: -4.097 -1.561 5.147  -0.159
P: -2.370 -1.120 5.160  0.585
C: -2.171 0.669 5.123  -0.203
C: -1.427 -1.836 6.489  -0.167
O: -1.820 -1.801 3.889  -0.600
H: -4.167 -2.645 5.006  0.068
H: -4.584 -1.067 4.295  0.079
H: -4.564 -1.257 6.085  0.053
H: -2.597 1.076 6.046  0.056
H: -1.113 0.957 5.047  0.006
H: -2.697 1.113 4.263  0.063
H: -1.437 -2.926 6.369  0.067
H: -0.385 -1.489 6.421  0.071
H: -1.857 -1.551 7.455  0.056

Total charge ... -1
HOMO level (alpha / beta) ... -1.44 / -1.47 eV
Spin multiplicity ... 4
⟨S²⟩ ... 3.7583